ORCA calculation (the ωB97M-V functional and the def2-TZVPD basis) on a molecular structure, C72H162F6KN12O12S6.

```
271
Properties=species:S:1:pos:R:3:forces:R:3
K 9.9350 -10.5722 10.3422 0.37 -0.19 -0.31
C 9.2650 -13.0434 14.5853 0.19 -1.53 -1.19
C 8.5046 -14.3415 14.9779 0.00 0.80 0.85
C 9.3345 -15.6523 15.2379 -2.03 0.38 0.82
N 8.4577 -16.8602 15.6690 -0.51 -0.22 -0.20
C 7.5754 -17.3436 14.5128 0.45 0.56 1.60
C 9.3779 -17.9806 16.1875 0.01 0.41 -0.67
C 9.5951 -17.7024 17.6723 0.55 -0.06 0.56
C 8.4352 -16.7822 18.1374 1.13 -0.33 -0.57
C 7.5868 -16.6451 16.8935 -0.74 0.21 1.02
H 8.5735 -12.2036 14.6535 0.34 0.06 0.44
H 9.4671 -13.1395 13.5185 0.39 0.24 -0.16
H 10.2294 -12.9242 15.0792 -0.27 0.35 0.25
H 7.6919 -14.4058 14.2545 0.18 -0.72 -0.19
H 7.9891 -13.9735 15.8650 -0.04 -0.89 0.56
H 9.9427 -15.5659 16.1383 0.59 0.50 -0.48
H 9.8659 -15.9551 14.3357 0.19 -0.09 0.26
H 8.2140 -17.6555 13.6864 -0.28 0.11 0.00
H 6.9221 -16.4895 14.3346 -0.04 -0.37 -0.60
H 7.0049 -18.1582 14.9588 -0.03 -0.09 -0.59
H 8.8937 -18.9432 16.0227 -0.24 0.18 -0.04
H 10.2269 -17.9272 15.5059 0.34 -0.25 0.43
H 9.6154 -18.6286 18.2466 -0.19 -0.10 -0.24
H 10.5659 -17.2624 17.9002 0.01 0.17 -0.28
H 7.8972 -17.2445 18.9650 -0.12 0.29 -0.12
H 8.8047 -15.7980 18.4252 0.08 -0.12 0.29
H 6.8569 -17.4535 16.9353 -0.05 0.07 -0.56
H 7.0615 -15.6959 16.9981 -0.07 -0.03 -1.05
C 19.1645 -11.2641 10.8212 -0.31 -0.64 -1.41
C 17.9498 -11.1038 11.7353 1.23 0.91 0.36
C 18.4894 -10.6719 13.1273 -0.84 -1.35 -0.89
N 17.4358 -10.6672 14.2031 0.06 0.66 1.25
C 16.3043 -9.7261 13.8044 1.15 0.69 0.06
C 18.1974 -10.2690 15.5360 -0.76 0.80 -0.46
C 18.7399 -11.5527 16.1702 -1.02 -0.36 -0.20
C 17.9051 -12.7068 15.4760 0.30 0.28 0.29
C 16.8603 -12.0411 14.5542 1.31 0.17 -0.83
H 19.7445 -10.3564 10.6546 0.31 -0.11 0.68
H 18.8814 -11.5153 9.7990 -0.75 0.21 -0.14
H 19.7485 -12.1687 10.9911 0.47 0.39 0.86
H 17.3753 -12.0299 11.7535 -0.07 0.19 0.03
H 17.3614 -10.2656 11.3620 -0.39 -0.29 -0.17
H 18.8773 -9.6539 13.0900 0.16 -0.18 0.06
H 19.2443 -11.3990 13.4265 0.21 0.27 0.18
H 15.6956 -9.5611 14.6934 -0.22 -0.06 -0.41
H 15.7910 -9.9645 12.8728 -0.34 -1.22 0.55
H 16.7440 -8.7899 13.4602 0.36 0.35 0.78
H 17.4424 -9.6871 16.0646 -0.31 -0.66 0.62
H 18.9429 -9.4821 15.4212 0.22 -0.27 -0.93
H 18.6232 -11.5134 17.2533 -0.58 -0.07 0.02
H 19.8163 -11.7165 16.1184 -0.06 0.23 -0.80
H 17.4186 -13.3424 16.2159 -0.03 0.05 -0.05
H 18.5809 -13.3553 14.9185 -0.08 0.09 -0.07
H 15.8640 -11.9781 14.9917 0.24 0.55 0.07
H 16.7472 -12.4759 13.5611 -0.10 -0.58 0.32
C 16.0241 -7.2330 10.3282 -0.07 -0.76 0.41
C 15.4821 -8.0526 9.1452 0.52 1.34 -0.27
C 15.9976 -7.4677 7.8239 1.43 -2.80 -0.38
N 15.4361 -8.2841 6.6181 -1.31 1.81 -3.58
C 15.7799 -9.7818 6.4507 0.37 1.51 2.56
C 13.9382 -8.0272 6.3865 -0.59 0.11 2.50
C 13.5469 -7.9856 4.9294 -0.47 -0.90 0.22
C 14.8434 -8.0691 4.2139 2.53 0.44 0.10
C 15.8787 -7.6440 5.2920 1.23 0.44 -0.20
H 17.1080 -7.1198 10.3495 0.09 0.55 -0.72
H 15.9061 -7.7855 11.2604 -0.62 0.01 -0.01
H 15.4611 -6.3042 10.4202 0.38 0.21 0.08
H 14.3963 -7.9604 9.1207 0.03 -0.54 0.32
H 15.8337 -9.0806 9.2328 -0.42 -0.01 -0.08
H 17.0577 -7.7074 7.7408 0.29 -0.21 0.19
H 16.0649 -6.3881 7.6896 -1.31 0.01 -0.38
H 16.8670 -9.8122 6.5236 -0.05 -0.28 -0.10
H 15.4398 -10.2441 5.5240 -0.31 0.47 0.32
H 15.3473 -10.1454 7.3828 0.05 -1.03 -0.50
H 13.3755 -8.7510 6.9761 0.08 -0.13 0.00
H 13.7717 -7.0625 6.8658 -0.04 0.08 -0.03
H 12.9307 -8.8572 4.7087 -0.24 0.28 -0.20
H 13.0248 -7.0635 4.6741 -0.10 -0.17 0.16
H 15.1905 -9.0635 3.9334 -0.68 0.02 -0.47
H 14.8882 -7.4061 3.3498 0.21 -0.20 0.01
H 16.9059 -7.9632 5.1157 -0.08 -0.25 -0.27
H 15.9839 -6.5677 5.4285 -0.55 0.10 0.10
C 2.5993 -7.5154 17.7913 0.68 -0.10 0.59
C 3.9954 -8.1311 18.0977 -0.29 0.83 -0.89
C 4.3511 -9.0500 16.9419 -0.18 -1.37 0.78
N 5.5870 -9.9511 17.2118 0.62 -1.29 -0.94
C 5.3560 -10.9562 18.3500 0.14 2.03 1.28
C 6.8487 -9.0809 17.3478 -0.93 -0.46 1.28
C 7.3486 -8.8235 15.9492 0.34 -0.63 0.11
C 6.6230 -9.8790 15.0481 0.59 0.87 0.05
C 5.9356 -10.8541 16.0055 -0.49 1.97 0.27
H 1.8587 -8.3114 17.7148 -0.14 0.22 0.08
H 2.5879 -6.9023 16.8902 0.10 -0.18 -0.11
H 2.3770 -6.8437 18.6206 -0.36 -0.15 -0.07
H 4.0081 -8.5417 19.1073 -0.04 -0.41 -0.24
H 4.7250 -7.3220 18.0646 0.00 0.21 0.32
H 4.4612 -8.4565 16.0342 0.54 -0.16 0.00
H 3.5617 -9.7737 16.7389 -0.16 0.03 0.08
H 4.3597 -11.3962 18.3925 -0.03 0.33 -0.52
H 5.4938 -10.3132 19.2192 -0.36 -0.40 0.40
H 6.0977 -11.7484 18.4512 0.18 0.26 -0.71
H 7.5080 -9.6416 18.0103 0.24 -0.02 -0.27
H 6.5732 -8.1663 17.8728 -0.04 -0.19 0.04
H 8.4284 -8.9626 15.8971 0.05 0.02 0.09
H 7.1604 -7.7823 15.6872 -0.21 -0.16 -0.30
H 7.3947 -10.3694 14.4547 -0.40 -0.07 -0.29
H 5.9705 -9.2590 14.4334 -0.35 -0.83 -0.30
H 6.6376 -11.5941 16.3899 -0.16 -0.04 -0.18
H 4.9746 -11.2803 15.7177 0.32 -0.24 -0.40
C 13.1123 -3.3315 13.6169 0.71 -0.35 0.59
C 14.6102 -2.8444 13.6283 -0.94 0.52 -1.00
C 15.1981 -3.2039 12.2077 0.86 -0.08 1.13
N 16.7379 -3.0282 12.0320 -1.26 -0.46 1.11
C 17.1567 -1.5867 12.4322 0.13 -1.81 -0.69
C 17.0925 -3.3334 10.6207 1.00 -0.08 -1.22
C 18.5160 -4.0050 10.5851 -1.16 1.19 -0.48
C 18.5932 -4.7458 11.8886 -0.38 0.71 1.23
C 17.4360 -4.1390 12.8304 1.29 -0.66 -0.51
H 12.5531 -3.2354 14.5476 0.41 0.82 0.36
H 13.2028 -4.4178 13.6138 -0.21 -0.24 -0.80
H 12.4470 -2.9389 12.8479 0.39 -0.07 -0.32
H 15.0245 -3.2437 14.5540 0.69 -0.68 -0.56
H 14.7690 -1.7724 13.7446 -0.68 0.18 -0.01
H 14.7605 -2.5810 11.4276 -0.18 0.12 0.21
H 15.0095 -4.2511 11.9716 -0.02 0.01 0.00
H 16.7951 -1.4026 13.4439 0.56 -0.03 -0.12
H 16.7226 -0.8745 11.7304 -0.07 -0.18 0.02
H 18.2341 -1.6534 12.2813 0.02 0.69 0.56
H 17.0183 -2.3927 10.0750 0.07 -0.19 -0.23
H 16.3865 -4.0483 10.1980 -0.26 0.12 0.29
H 19.2818 -3.2394 10.4611 0.02 -0.01 0.24
H 18.6543 -4.6892 9.7479 -0.37 0.21 -0.16
H 19.5992 -4.5737 12.2714 -0.24 -0.28 0.54
H 18.4540 -5.8156 11.7326 -0.12 0.10 0.32
H 17.8069 -3.7855 13.7925 -0.04 0.29 -0.24
H 16.7101 -4.9211 13.0530 -0.09 0.21 -0.12
C 13.3515 -11.2492 16.6348 0.35 -0.76 1.22
C 13.7491 -11.1443 18.1567 -0.51 -0.08 -0.55
C 14.2007 -9.6971 18.3689 0.53 -0.16 1.42
N 15.0247 -9.4235 19.7309 -0.82 -1.24 -0.55
C 14.1851 -10.0772 20.8879 0.63 0.67 -1.40
C 16.4765 -10.0071 19.7623 -1.31 0.64 0.74
C 17.2416 -9.0924 20.7444 -0.56 0.10 -0.47
C 16.7048 -7.7487 20.3906 -0.26 1.93 -1.43
C 15.2571 -7.9235 19.9130 -0.90 -0.30 1.85
H 14.2839 -11.3725 16.0838 -0.32 0.74 -0.44
H 12.6861 -10.4315 16.3577 0.69 0.39 -0.21
H 12.7604 -12.1246 16.3659 0.07 -0.36 0.50
H 14.5244 -11.8318 18.4951 0.35 -0.11 -0.63
H 12.9040 -11.4736 18.7613 -0.22 0.58 0.16
H 13.3430 -9.0250 18.3964 -0.01 0.09 0.29
H 14.7789 -9.3688 17.5052 0.51 0.08 0.35
H 14.0734 -11.1429 20.6882 0.13 0.17 -0.19
H 13.2096 -9.5979 20.8058 0.06 -0.03 0.52
H 14.6855 -9.9887 21.8522 -0.08 0.49 -0.16
H 16.4124 -11.0226 20.1531 0.15 -0.16 -0.80
H 16.6839 -9.8200 18.7087 1.15 -0.67 0.14
H 16.9606 -9.1592 21.7955 0.14 -1.21 0.01
H 18.3258 -9.1552 20.6510 -0.14 -0.18 -0.02
H 16.7914 -7.0201 21.1967 -0.14 -0.10 0.03
H 17.1817 -7.2815 19.5289 0.58 -0.16 0.07
H 14.5377 -7.7087 20.7031 0.05 0.45 0.16
H 14.9900 -7.2724 19.0806 0.10 -0.67 -0.47
C 9.0637 -2.8260 14.7363 -0.01 -1.31 0.56
C 9.3948 -3.9649 13.7119 0.17 1.15 -0.13
C 8.2261 -4.7525 13.2141 -1.52 0.50 -0.72
N 8.4719 -5.7141 12.0350 -0.43 -0.74 0.18
C 8.7764 -7.1296 12.6105 0.80 1.37 -1.37
C 9.5647 -5.2792 10.9950 1.20 0.88 2.69
C 9.3866 -6.0957 9.7995 -0.04 0.41 0.16
C 7.9012 -6.3022 9.7861 -1.48 -2.43 -0.31
C 7.2316 -5.9093 11.1192 1.23 1.94 -0.14
H 8.5888 -3.2385 15.6265 -0.09 0.09 0.16
H 8.4222 -2.0311 14.3559 -0.01 -0.26 -0.33
H 9.9950 -2.3579 15.0552 0.01 -0.07 -0.08
H 10.0922 -4.7329 14.0465 0.65 0.68 0.28
H 9.7984 -3.3124 12.9377 0.42 -0.82 -0.59
H 7.4167 -4.0980 12.8906 0.10 0.19 -0.24
H 7.7608 -5.3319 14.0115 0.22 -0.28 0.03
H 8.6710 -7.8041 11.7608 0.01 -0.12 0.20
H 8.0995 -7.4232 13.4128 0.03 0.42 -0.12
H 9.8291 -7.0993 12.8918 -0.14 -0.21 0.41
H 10.5449 -5.4953 11.4201 -0.04 0.27 0.51
H 9.5298 -4.2032 10.8250 -0.60 -0.05 0.22
H 9.9834 -6.9873 9.9918 -0.14 -0.20 -0.80
H 9.7192 -5.5102 8.9424 0.22 -0.50 -0.09
H 7.7675 -7.3840 9.7943 -0.41 -0.17 -0.99
H 7.4715 -5.8582 8.8882 -0.46 -0.16 0.38
H 6.5138 -6.5558 11.6241 0.25 -0.31 -0.39
H 6.7433 -4.9472 10.9642 0.09 0.14 0.44
C 14.1062 -17.4119 7.7548 1.31 0.13 -0.67
C 13.4750 -17.6843 9.0720 -0.09 0.69 1.56
C 13.8070 -16.4984 10.0431 -1.08 0.27 -0.32
N 12.9806 -16.4509 11.3378 0.76 0.86 0.64
C 13.1527 -17.7626 12.0802 -1.29 1.22 -0.09
C 11.5192 -16.1060 11.0900 -0.12 0.07 0.03
C 11.3692 -14.6099 11.3112 0.00 0.76 1.06
C 12.3396 -14.2660 12.4913 0.00 -1.07 -0.87
C 13.4855 -15.2486 12.2179 0.59 0.20 -0.42
H 15.1581 -17.6973 7.7681 0.15 0.27 0.02
H 14.0389 -16.3353 7.5982 0.05 -0.09 -0.68
H 13.6933 -17.9869 6.9260 -0.33 0.22 0.16
H 13.8280 -18.6178 9.5102 -0.33 -0.12 -0.12
H 12.4043 -17.6838 8.8678 -0.22 -0.32 0.57
H 13.5044 -15.5544 9.5899 0.17 -0.03 -0.39
H 14.8402 -16.3499 10.3569 0.10 -0.54 -0.18
H 12.5927 -17.6443 13.0079 -0.01 -0.17 0.08
H 14.1975 -17.9187 12.3489 -0.10 -0.30 -0.62
H 12.6202 -18.4595 11.4331 0.71 -0.60 0.35
H 10.9653 -16.7006 11.8164 -0.16 0.13 -0.01
H 11.1405 -16.3333 10.0935 0.55 -0.56 0.03
H 10.3523 -14.3260 11.5822 -0.27 -0.40 0.13
H 11.5331 -14.0254 10.4060 0.67 -0.22 0.02
H 11.8765 -14.4438 13.4618 -0.18 -0.04 0.00
H 12.7449 -13.2543 12.4686 -0.25 -0.08 0.03
H 14.0473 -15.6209 13.0746 -0.42 -0.27 0.08
H 14.2197 -14.6691 11.6583 0.05 -0.48 -0.45
C 10.7959 -5.8446 16.4578 1.63 -1.15 1.21
C 10.5231 -5.7529 17.9874 -2.18 1.57 -1.50
C 11.6991 -5.4342 18.8690 0.22 -1.97 0.31
N 11.2954 -5.3890 20.3623 -1.31 1.32 -1.47
C 11.0867 -6.7938 20.8574 -0.53 1.04 -0.22
C 12.3077 -4.6013 21.1512 0.95 -1.42 0.21
C 11.6871 -4.0551 22.4333 1.39 0.20 -0.27
C 10.2335 -4.1619 22.1762 -2.13 0.82 -1.71
C 10.0814 -4.4781 20.6251 -0.02 -0.99 1.80
H 9.9739 -6.1565 15.8135 -0.41 0.57 0.38
H 11.4717 -6.6964 16.3810 0.37 0.03 -0.45
H 11.3635 -4.9862 16.0984 -0.34 0.04 -0.17
H 9.8889 -6.5995 18.2507 0.60 -0.46 0.45
H 9.8033 -4.9408 18.0899 -0.08 0.35 0.15
H 12.3311 -4.6166 18.5224 -0.57 0.49 0.39
H 12.3682 -6.2906 18.7859 0.35 -0.08 0.22
H 10.5545 -6.7123 21.8052 0.70 -0.28 0.31
H 12.0726 -7.2580 20.8361 -0.27 -0.18 0.50
H 10.3890 -7.3181 20.2044 0.26 0.13 -0.23
H 12.9867 -5.4032 21.4408 1.09 0.73 -0.45
H 12.6396 -3.8394 20.4458 0.54 -0.17 0.41
H 12.1141 -4.5973 23.2770 -0.56 -0.07 0.12
H 12.0068 -3.0221 22.5706 -0.04 -0.02 -0.04
H 9.6635 -4.8352 22.8164 0.14 -0.10 -0.16
H 9.7343 -3.1933 22.2014 -0.03 0.03 0.74
H 9.1185 -4.9623 20.4625 0.23 -0.13 -0.44
H 10.1863 -3.5902 20.0016 0.10 -0.09 0.10
N 11.3313 -9.0653 12.0771 -3.83 -4.32 2.86
S 11.6060 -9.5862 13.6055 -2.15 -1.06 2.36
O 11.4092 -8.6212 14.6425 0.28 -0.04 -0.69
O 12.6217 -10.5585 13.7169 0.42 -0.29 -0.12
F 10.2672 -10.3969 13.7338 -1.09 -0.86 -0.46
S 12.5430 -8.2549 11.9731 9.16 6.52 -5.70
O 13.8517 -8.8742 11.7483 -2.50 0.28 1.81
O 12.4523 -6.9792 12.5941 0.13 0.21 2.06
F 12.3190 -7.7075 10.5146 -1.00 -0.36 -2.06
N 16.1020 -7.4507 16.2792 1.42 2.89 0.29
S 14.8982 -6.6501 15.7172 -6.37 -0.26 -3.81
O 14.9952 -6.2793 14.2884 0.52 0.02 2.61
O 14.0735 -5.8148 16.5652 1.35 -0.21 0.03
F 13.9026 -7.8964 15.5779 0.06 -0.81 0.32
S 17.1400 -6.1617 15.9639 6.96 -0.87 -1.20
O 16.7686 -4.7828 16.1552 -0.59 -1.54 0.24
O 17.9763 -6.4471 14.7637 -2.26 0.31 2.83
F 18.1486 -6.4852 17.2116 -1.16 0.26 -1.12
N 13.9018 -13.0758 9.5329 3.57 -4.25 -1.98
S 14.0139 -11.7263 10.1016 -3.11 7.90 1.77
O 13.8262 -10.6421 9.1455 0.54 -0.94 1.17
O 14.8148 -11.5140 11.2745 0.24 -0.27 -0.64
F 12.5399 -11.7973 10.7301 -1.75 0.56 0.81
S 15.5587 -13.2345 9.3115 4.04 -2.68 -2.90
O 16.2019 -14.0367 10.3538 -1.49 1.61 -1.31
O 16.3083 -12.1306 8.6677 -2.08 -1.44 2.43
F 15.4836 -14.1898 8.0583 -0.49 -0.33 0.66
```
Positions in Å, forces in eV/Å.

Properties
calculated total energy: -7985.82322 hartree
relative energy (zero: lowest compared OMol25 entry of this formula, charge and spin): 92.8 kJ/mol
HOMO-LUMO gap: 8.7 eV
HOMO: -21.1 eV
total charge: +7